(w)
# C20H20N2O5

An isolated molecule of C20H20N2O5 (ωB97M-V with the def2-TZVPD basis set, OMol25).

Last columns: bonded neighbours and bond lengths (Å).
Element x y z (Å)
1 O -2.479 -1.969 -1.088  C2 1.210
2 C -1.414 -1.535 -0.710  O1 1.210, C3 1.530, C19 1.456
3 C -0.044 -2.093 -1.101  C2 1.530, O4 1.210, N5 1.354
4 O 0.185 -3.053 -1.802  C3 1.210
5 N 0.885 -1.313 -0.501  C3 1.354, C6 1.439, C12 1.449
6 C 2.303 -1.515 -0.636  N5 1.439, C7 1.541, H28 1.093, H29 1.093
7 C 2.927 -2.084 0.653  C6 1.541, O8 1.410, H30 1.095, H31 1.096
8 O 4.336 -2.120 0.591  C7 1.410, C9 1.407
9 C 5.015 -1.095 1.276  O8 1.407, C10 1.538, H32 1.100, H33 1.096
10 C 4.901 0.295 0.628  C9 1.538, O11 1.407, H34 1.093, H35 1.100
11 O 5.751 1.229 1.248  C10 1.407, H36 0.964
12 C 0.349 -0.193 0.245  N5 1.449, C13 1.515, C19 1.507, H37 1.098
13 C 0.810 1.119 -0.358  C12 1.515, C14 1.390, N18 1.325
14 C 0.272 1.595 -1.548  C13 1.390, C15 1.385, H38 1.080
15 C 0.757 2.788 -2.057  C14 1.385, C16 1.387, H39 1.080
16 C 1.759 3.453 -1.368  C15 1.387, C17 1.386, H40 1.079
17 C 2.239 2.884 -0.199  C16 1.386, N18 1.322, H41 1.082
18 N 1.778 1.746 0.292  C13 1.325, C17 1.322
19 C -1.141 -0.396 0.155  C2 1.456, C12 1.507, C20 1.354
20 C -2.030 0.466 0.704  C19 1.354, O21 1.351, C22 1.469
21 O -1.554 1.565 1.328  C20 1.351, H42 0.968
22 C -3.489 0.298 0.657  C20 1.469, C23 1.392, C27 1.395
23 C -4.089 -0.914 0.985  C22 1.392, C24 1.382, H43 1.078
24 C -5.466 -1.032 0.957  C23 1.382, C25 1.386, H44 1.079
25 C -6.254 0.050 0.600  C24 1.386, C26 1.385, H45 1.080
26 C -5.664 1.261 0.280  C25 1.385, C27 1.382, H46 1.080
27 C -4.288 1.390 0.318  C22 1.395, C26 1.382, H47 1.083
28 H 2.454 -2.224 -1.454  C6 1.093
29 H 2.783 -0.566 -0.890  C6 1.093
30 H 2.590 -3.118 0.782  C7 1.095
31 H 2.599 -1.496 1.518  C7 1.096
32 H 4.675 -1.033 2.321  C9 1.100
33 H 6.064 -1.409 1.272  C9 1.096
34 H 3.892 0.698 0.748  C10 1.093
35 H 5.130 0.209 -0.445  C10 1.100
36 H 6.662 0.922 1.177  O11 0.964
37 H 0.695 -0.213 1.287  C12 1.098
38 H -0.503 1.042 -2.056  C14 1.080
39 H 0.361 3.190 -2.978  C15 1.080
40 H 2.162 4.386 -1.731  C16 1.079
41 H 3.032 3.347 0.373  C17 1.082
42 H -2.283 2.085 1.695  O21 0.968
43 H -3.476 -1.753 1.271  C23 1.078
44 H -5.926 -1.975 1.211  C24 1.079
45 H -7.329 -0.050 0.570  C25 1.080
46 H -6.274 2.106 -0.001  C26 1.080
47 H -3.829 2.331 0.043  C27 1.083

Summary:
Kohn-Sham gap (eV): 8.67
Lowest unoccupied orbital energy (eV): -0.402
Structure (SMILES): O=C1C(=O)N(CCOCCO)[C@@H](c2ccccn2)/C1=C(\O)c1ccccc1
HOMO level (hartree): -0.333
Spin multiplicity: 1

Here are the natural (NBO) charges for atoms 1 to 2, given in e:
1. O -0.51
2. C 0.46



(x)
# C20H20N2O5

An isolated molecule of C20H20N2O5 (ωB97M-V with the def2-TZVPD basis set, OMol25).

Last columns: bonded neighbours and bond lengths (Å).
Element x y z (Å)
1 C -4.562 -2.251 0.065  C2 1.522, H28 1.086, H29 1.087, H30 1.087
2 C -3.546 -3.154 0.749  C1 1.522, O3 1.431, H31 1.092, H32 1.094
3 O -2.294 -2.484 0.922  C2 1.431, C4 1.328
4 C -1.465 -2.469 -0.115  O3 1.328, O5 1.201, C6 1.519
5 O -1.679 -2.983 -1.180  C4 1.201
6 C -0.206 -1.686 0.212  C4 1.519, C7 1.522, C18 1.548, H33 1.096
7 C 0.988 -2.625 0.318  C6 1.522, O8 1.206, N9 1.367
8 O 0.924 -3.788 0.629  C7 1.206
9 N 2.183 -2.002 0.090  C7 1.367, C10 1.396, H34 1.012
10 C 2.302 -0.676 -0.329  N9 1.396, C11 1.469, N17 1.265
11 C 3.635 -0.064 -0.252  C10 1.469, C12 1.394, C16 1.393
12 C 3.919 1.028 -1.071  C11 1.394, C13 1.381, H35 1.078
13 C 5.161 1.631 -1.024  C12 1.381, C14 1.386, H36 1.080
14 C 6.133 1.156 -0.157  C13 1.386, C15 1.385, H37 1.080
15 C 5.853 0.081 0.670  C14 1.385, C16 1.383, H38 1.080
16 C 4.612 -0.529 0.626  C11 1.393, C15 1.383, H39 1.081
17 N 1.327 -0.003 -0.772  C10 1.265, C18 1.434
18 C 0.034 -0.615 -0.879  C6 1.548, N17 1.434, C19 1.510, H40 1.101
19 C -1.060 0.421 -0.794  C18 1.510, C20 1.384, C27 1.391
20 C -2.223 0.287 -1.532  C19 1.384, C21 1.385, H41 1.079
21 C -3.251 1.203 -1.388  C20 1.385, C22 1.384, H42 1.078
22 C -3.121 2.268 -0.514  C21 1.384, O23 1.359, C24 1.405
23 O -4.132 3.164 -0.375  C22 1.359, H43 0.967
24 C -1.934 2.417 0.224  C22 1.405, O25 1.378, C27 1.382
25 O -1.905 3.519 1.051  C24 1.378, C26 1.405
26 C -0.733 3.760 1.788  O25 1.405, H44 1.095, H45 1.094, H46 1.089
27 C -0.919 1.490 0.086  C19 1.391, C24 1.382, H47 1.078
28 H -5.526 -2.751 0.027  C1 1.086
29 H -4.239 -2.027 -0.948  C1 1.087
30 H -4.665 -1.317 0.612  C1 1.087
31 H -3.866 -3.419 1.758  C2 1.092
32 H -3.381 -4.061 0.158  C2 1.094
33 H -0.337 -1.203 1.188  C6 1.096
34 H 3.016 -2.566 0.197  N9 1.012
35 H 3.148 1.381 -1.736  C12 1.078
36 H 5.375 2.473 -1.666  C13 1.080
37 H 7.104 1.625 -0.122  C14 1.080
38 H 6.603 -0.283 1.356  C15 1.080
39 H 4.404 -1.349 1.299  C16 1.081
40 H -0.025 -1.115 -1.858  C18 1.101
41 H -2.330 -0.536 -2.221  C20 1.079
42 H -4.166 1.110 -1.951  C21 1.078
43 H -3.847 3.836 0.260  O23 0.967
44 H -0.536 2.952 2.499  C26 1.095
45 H 0.133 3.885 1.131  C26 1.094
46 H -0.913 4.685 2.334  C26 1.089
47 H 0.004 1.583 0.636  C27 1.078

Summary:
Kohn-Sham gap (eV): 8.47
Lowest unoccupied orbital energy (eV): 0.308
Structure (SMILES): CCOC(=O)[C@H]1C(=O)NC(c2ccccc2)=N[C@@H]1c1ccc(O)c(OC)c1
HOMO level (hartree): -0.300
Spin multiplicity: 1

Here are the natural (NBO) charges for atoms 1 to 2, given in e:
1. C -0.63
2. C -0.08



Short version: (x) is the most stable of them.



(w)
# C19H23NO4

An isolated molecule of C19H23NO4 (ωB97M-V with the def2-TZVPD basis set, OMol25).

Last columns: bonded neighbours and bond lengths (Å).
Element x y z (Å)
1 C 7.933 -0.026 -0.698  C2 1.524, H25 1.088, H26 1.088, H27 1.087
2 C 6.524 -0.600 -0.617  C1 1.524, C3 1.527, H28 1.092, H29 1.092
3 C 5.497 0.470 -0.252  C2 1.527, C4 1.526, H30 1.092, H31 1.092
4 C 4.084 -0.100 -0.176  C3 1.526, C5 1.522, H32 1.092, H33 1.091
5 C 3.071 0.971 0.199  C4 1.522, O6 1.426, H34 1.096, H35 1.097
6 O 1.773 0.380 0.222  C5 1.426, C7 1.338
7 C 0.819 1.059 0.869  O6 1.338, O8 1.215, C9 1.453
8 O 0.998 2.127 1.421  C7 1.215
9 C -0.468 0.387 0.855  C7 1.453, N10 1.380, C13 1.385
10 N -1.530 0.997 1.490  C9 1.380, C11 1.337, H36 1.009
11 C -2.624 0.238 1.377  N10 1.337, C12 1.395, C24 1.483
12 C -2.288 -0.904 0.650  C11 1.395, C13 1.421, C15 1.452
13 C -0.911 -0.809 0.314  C9 1.385, C12 1.421, C14 1.483
14 C -0.119 -1.796 -0.461  C13 1.483, H37 1.089, H38 1.088, H39 1.086
15 C -3.258 -1.937 0.338  C12 1.452, O16 1.213, C17 1.526
16 O -3.023 -2.948 -0.291  C15 1.213
17 C -4.645 -1.667 0.913  C15 1.526, C18 1.529, H40 1.094, H41 1.091
18 C -5.002 -0.184 1.015  C17 1.529, C19 1.498, C24 1.541, H42 1.097
19 C -5.050 0.459 -0.337  C18 1.498, C20 1.363, O23 1.353
20 C -4.679 0.035 -1.578  C19 1.363, C21 1.418, H43 1.070
21 C -4.949 1.110 -2.462  C20 1.418, C22 1.358, H44 1.070
22 C -5.461 2.106 -1.694  C21 1.358, O23 1.345, H45 1.072
23 O -5.527 1.723 -0.406  C19 1.353, C22 1.345
24 C -3.976 0.547 1.902  C11 1.483, C18 1.541, H46 1.095, H47 1.092
25 H 8.225 0.406 0.256  C1 1.088
26 H 7.984 0.753 -1.456  C1 1.088
27 H 8.648 -0.803 -0.957  C1 1.087
28 H 6.498 -1.395 0.132  C2 1.092
29 H 6.256 -1.043 -1.579  C2 1.092
30 H 5.763 0.911 0.712  C3 1.092
31 H 5.526 1.267 -0.999  C3 1.092
32 H 4.045 -0.899 0.568  C4 1.092
33 H 3.801 -0.528 -1.139  C4 1.091
34 H 3.287 1.400 1.184  C5 1.096
35 H 3.074 1.787 -0.533  C5 1.097
36 H -1.437 1.890 1.952  N10 1.009
37 H 0.261 -1.338 -1.373  C14 1.089
38 H 0.741 -2.128 0.118  C14 1.088
39 H -0.742 -2.648 -0.715  C14 1.086
40 H -4.660 -2.109 1.914  C17 1.094
41 H -5.378 -2.201 0.306  C17 1.091
42 H -5.993 -0.081 1.475  C18 1.097
43 H -4.268 -0.917 -1.842  C20 1.070
44 H -4.782 1.130 -3.519  C21 1.070
45 H -5.805 3.093 -1.929  C22 1.072
46 H -4.069 0.192 2.934  C24 1.095
47 H -4.164 1.622 1.896  C24 1.092

Summary:
Kohn-Sham gap (eV): 9.16
Lowest unoccupied orbital energy (eV): 0.673
Structure (SMILES): CCCCCOC(=O)c1[nH]c2c(c1C)C(=O)C[C@H](c1ccco1)C2
HOMO level (hartree): -0.312
Spin multiplicity: 1

Here are the natural (NBO) charges for atoms 1 to 2, given in e:
1. C -0.60
2. C -0.39



(x)
# C19H23NO4

An isolated molecule of C19H23NO4 (ωB97M-V with the def2-TZVPD basis set, OMol25).

Last columns: bonded neighbours and bond lengths (Å).
Element x y z (Å)
1 C -3.967 -0.596 2.329  C2 1.524, H25 1.088, H26 1.087, H27 1.088
2 C -4.922 -1.162 1.284  C1 1.524, C3 1.530, H28 1.093, H29 1.090
3 C -6.047 -0.196 0.908  C2 1.530, C4 1.529, H30 1.093, H31 1.093
4 C -5.587 1.101 0.242  C3 1.529, C5 1.528, H32 1.090, H33 1.092
5 C -4.904 0.902 -1.111  C4 1.528, O6 1.426, H34 1.092, H35 1.096
6 O -3.605 0.324 -1.002  C5 1.426, C7 1.337
7 C -2.616 1.139 -0.620  O6 1.337, O8 1.216, C9 1.455
8 O -2.753 2.330 -0.413  C7 1.216
9 C -1.332 0.472 -0.472  C7 1.455, N10 1.381, C13 1.385
10 N -0.260 1.248 -0.079  C9 1.381, C11 1.337, H36 1.009
11 C 0.839 0.493 0.015  N10 1.337, C12 1.394, C24 1.483
12 C 0.496 -0.814 -0.321  C11 1.394, C13 1.421, C15 1.452
13 C -0.891 -0.831 -0.635  C9 1.385, C12 1.421, C14 1.482
14 C -1.673 -2.024 -1.036  C13 1.482, H37 1.090, H38 1.086, H39 1.087
15 C 1.468 -1.892 -0.340  C12 1.452, O16 1.212, C17 1.525
16 O 1.234 -3.037 -0.665  C15 1.212
17 C 2.856 -1.464 0.126  C15 1.525, C18 1.534, H40 1.091, H41 1.094
18 C 3.213 -0.021 -0.253  C17 1.534, C19 1.495, C24 1.539, H42 1.095
19 C 4.609 0.313 0.162  C18 1.495, C20 1.365, O23 1.350
20 C 5.236 0.270 1.374  C19 1.365, C21 1.416, H43 1.071
21 C 6.563 0.710 1.151  C20 1.416, C22 1.359, H44 1.070
22 C 6.645 0.989 -0.177  C21 1.359, O23 1.344, H45 1.072
23 O 5.468 0.753 -0.781  C19 1.350, C22 1.344
24 C 2.201 0.951 0.381  C11 1.483, C18 1.539, H46 1.092, H47 1.095
25 H -4.513 -0.281 3.216  C1 1.088
26 H -3.419 0.258 1.940  C1 1.087
27 H -3.242 -1.352 2.623  C1 1.088
28 H -5.376 -2.074 1.678  C2 1.093
29 H -4.360 -1.430 0.389  C2 1.090
30 H -6.736 -0.709 0.232  C3 1.093
31 H -6.604 0.066 1.811  C3 1.093
32 H -4.908 1.647 0.897  C4 1.090
33 H -6.460 1.735 0.073  C4 1.092
34 H -5.470 0.207 -1.736  C5 1.092
35 H -4.813 1.869 -1.618  C5 1.096
36 H -0.352 2.239 0.089  N10 1.009
37 H -2.078 -2.514 -0.150  C14 1.090
38 H -2.501 -1.743 -1.681  C14 1.086
39 H -1.024 -2.736 -1.539  C14 1.087
40 H 3.588 -2.160 -0.284  C17 1.091
41 H 2.873 -1.568 1.215  C17 1.094
42 H 3.160 0.082 -1.342  C18 1.095
43 H 4.814 -0.039 2.309  C20 1.071
44 H 7.342 0.802 1.880  C21 1.070
45 H 7.449 1.345 -0.788  C22 1.072
46 H 2.378 1.973 0.037  C24 1.092
47 H 2.324 0.939 1.469  C24 1.095

Summary:
Kohn-Sham gap (eV): 9.30
Lowest unoccupied orbital energy (eV): 0.652
Structure (SMILES): CCCCCOC(=O)c1[nH]c2c(c1C)C(=O)C[C@H](c1ccco1)C2
HOMO level (hartree): -0.318
Spin multiplicity: 1

Here are the natural (NBO) charges for atoms 1 to 2, given in e:
1. C -0.61
2. C -0.40



Short version: (w) is the most stable of them.